C6H11I2N2O | the ωB97M-V functional and the def2-TZVPD basis

Properties
**Highest occupied orbital energy**: -12.392 eV
**Relative energy (zero: lowest compared OMol25 entry of this formula, charge and spin)**: 176.0 kJ/mol
**Electronic energy**: -1014.99243 hartree
**E_LUMO**: -4.0 eV
**Charge**: +1
**HOMO-LUMO gap**: 8.35 eV

Cartesian coordinates (Å):
C  -0.030  0.335  1.168
C  1.284  -0.193  0.563
C  -0.310  -1.933  2.489
C  1.241  0.626  -0.770
C  -1.030  0.042  -0.216
C  -0.372  1.186  -2.551
N  -0.369  -0.652  2.435
N  -0.038  0.287  -1.342
O  -0.111  1.488  1.527
I  -2.630  1.415  -0.153
I  -1.679  -2.020  -0.510
H  2.111  0.273  1.205
H  1.247  -1.299  0.438
H  -0.758  -2.654  3.283
H  0.217  -2.470  1.754
H  1.106  1.709  -0.525
H  2.113  0.337  -1.402
H  -1.213  0.742  -3.315
H  -0.642  2.235  -2.306
H  0.637  1.178  -3.070
H  -0.914  -0.016  3.057
H  0.143  -0.616  -1.761


C6H11IrN5P | the ωB97M-V functional and the def2-TZVPD basis

Properties
**Highest occupied orbital energy (spin up / spin down)**: -4.662 / -8.236 eV
**Multiplicity**: 5
**Relative energy (zero: lowest compared OMol25 entry of this formula, charge and spin)**: 1.1 kJ/mol
**Electronic energy**: -954.35748 hartree
**E_LUMO (spin up / spin down)**: 0.5 / -1.6 eV
**⟨S²⟩**: 6.04
**HOMO-LUMO gap (spin up / spin down)**: 5.14 / 6.65 eV

Cartesian coordinates (Å):
C  -0.961  -0.307  -2.026
C  -1.711  0.943  -2.271
C  -0.822  1.987  -2.581
C  0.517  1.551  -2.469
C  0.544  0.120  -2.121
Ir  0.063  -0.713  -0.303
P  -0.314  -2.866  -0.657
H  -1.301  -1.242  -2.496
H  -2.794  0.985  -2.247
H  -1.116  2.993  -2.874
H  1.342  -0.545  -2.474
H  1.412  2.148  -2.609
H  0.745  -3.679  -1.171
H  -1.387  -3.249  -1.520
H  -0.674  -3.624  0.506
N  0.922  2.187  3.737
N  0.945  0.944  3.117
N  0.368  -0.144  3.732
C  0.192  -0.960  2.705
N  0.507  -0.339  1.502
N  0.962  0.897  1.793
H  1.525  2.822  3.224
H  1.183  2.070  4.704
H  -0.146  -1.979  2.800


C6H11N | the ωB97M-V functional and the def2-TZVPD basis

Properties
**Highest occupied orbital energy (spin up / spin down)**: 0.592 / -2.007 eV
**Multiplicity**: 2
**Relative energy (zero: lowest compared OMol25 entry of this formula, charge and spin)**: 69.3 kJ/mol
**Electronic energy**: -289.86933 hartree
**E_LUMO (spin up / spin down)**: 4.4 / 4.2 eV
**Charge**: -1
**⟨S²⟩**: 0.78
**HOMO-LUMO gap (spin up / spin down)**: 3.83 / 6.20 eV

Cartesian coordinates (Å):
C  0.688  -1.714  -0.384
N  -0.368  0.465  -2.126
C  0.009  0.680  -0.771
C  0.309  -0.352  0.108
C  -0.284  -0.239  1.394
C  0.167  -0.930  2.497
C  -0.324  2.057  -0.292
H  1.663  -2.064  0.001
H  0.700  -1.716  -1.475
H  0.047  -2.480  0.040
H  -0.930  -0.368  -2.299
H  -0.775  1.312  -2.509
H  -1.166  0.384  1.487
H  -0.453  -1.254  3.329
H  1.201  -1.278  2.453
H  0.089  2.846  -0.932
H  0.198  2.247  0.645
H  -1.429  2.137  -0.263


C6H11N | the ωB97M-V functional and the def2-TZVPD basis

Properties
**Highest occupied orbital energy**: -10.303 eV
**Relative energy (zero: lowest compared OMol25 entry of this formula, charge and spin)**: 98.3 kJ/mol
**Electronic energy**: -289.93424 hartree
**E_LUMO**: 0.8 eV
**SMILES**: C=C[C@@H](C)C#N.C
**HOMO-LUMO gap**: 11.15 eV

Cartesian coordinates (Å):
C  2.548  -0.997  -0.088
C  -0.269  0.940  0.677
C  0.138  2.028  0.034
C  -0.867  -0.297  0.044
C  -2.357  -0.432  0.406
C  -0.690  -0.308  -1.416
N  -0.558  -0.316  -2.566
H  2.253  -1.752  0.647
H  3.638  -0.923  -0.109
H  2.175  -1.280  -1.076
H  -0.207  0.892  1.764
H  2.126  -0.030  0.192
H  0.541  2.880  0.573
H  0.100  2.100  -1.050
H  -0.330  -1.176  0.427
H  -2.786  -1.345  -0.017
H  -2.468  -0.466  1.494
H  -2.915  0.429  0.028


C6H11N | the ωB97M-V functional and the def2-TZVPD basis

Properties
**Highest occupied orbital energy**: -8.412 eV
**Relative energy (zero: lowest compared OMol25 entry of this formula, charge and spin)**: 221.1 kJ/mol
**Electronic energy**: -289.88746 hartree
**E_LUMO**: 0.7 eV
**SMILES**: C=C(C)C.CC#N
**HOMO-LUMO gap**: 9.10 eV

Cartesian coordinates (Å):
C  0.736  1.978  0.588
C  -0.199  -1.414  1.031
C  -0.330  -1.503  -0.278
C  0.654  3.342  0.956
C  -1.242  -0.426  -1.007
C  0.347  -2.551  -1.031
N  0.952  0.906  0.210
H  0.428  -2.120  1.491
H  -0.504  -0.613  1.627
H  0.900  3.500  2.007
H  -0.380  3.679  0.977
H  1.288  4.106  0.483
H  -0.922  -0.105  -1.977
H  -1.061  0.367  -0.349
H  -2.339  -0.565  -1.131
H  0.101  -3.569  -0.558
H  1.463  -2.427  -0.917
H  0.107  -2.585  -2.121


C6H11N | the ωB97M-V functional and the def2-TZVPD basis

Properties
**Highest occupied orbital energy**: -8.380 eV
**Relative energy (zero: lowest compared OMol25 entry of this formula, charge and spin)**: 160.9 kJ/mol
**Electronic energy**: -289.91039 hartree
**E_LUMO**: 1.0 eV
**SMILES**: CC=C=NCCC
**HOMO-LUMO gap**: 9.41 eV

Cartesian coordinates (Å):
C  -1.189  1.856  -0.099
C  -1.228  0.613  -0.973
C  0.040  0.382  -1.774
C  1.144  -0.736  1.346
C  1.045  -2.187  1.648
C  1.254  -0.262  0.123
N  1.395  0.150  -1.009
H  -2.075  1.991  0.521
H  -1.110  2.765  -0.695
H  -0.331  1.839  0.570
H  -1.496  -0.265  -0.368
H  -1.981  0.722  -1.809
H  -0.126  -0.442  -2.491
H  0.327  1.266  -2.329
H  1.281  -0.012  2.125
H  1.946  -2.531  2.162
H  0.191  -2.361  2.305
H  0.913  -2.789  0.746


C6H11N | the ωB97M-V functional and the def2-TZVPD basis

Properties
**Highest occupied orbital energy**: -11.380 eV
**Relative energy (zero: lowest compared OMol25 entry of this formula, charge and spin)**: 11.5 kJ/mol
**Electronic energy**: -289.96730 hartree
**E_LUMO**: 0.9 eV
**SMILES**: CCC[C@@H](C)C#N
**HOMO-LUMO gap**: 12.32 eV

Cartesian coordinates (Å):
C  -2.426  0.070  -1.039
C  -1.416  -0.131  0.090
C  0.016  -0.417  -0.379
C  1.083  -0.174  0.713
C  2.518  -0.154  0.171
C  0.828  1.101  1.407
N  0.627  2.108  1.941
H  -3.397  0.360  -0.622
H  -2.103  0.874  -1.711
H  -2.573  -0.836  -1.638
H  -1.407  0.781  0.698
H  -1.755  -0.939  0.750
H  0.113  -1.458  -0.717
H  0.256  0.216  -1.244
H  0.999  -0.962  1.473
H  2.779  -1.120  -0.271
H  2.628  0.619  -0.596
H  3.229  0.062  0.973


C6H11N | the ωB97M-V functional and the def2-TZVPD basis

Properties
**Highest occupied orbital energy**: -7.413 eV
**Relative energy (zero: lowest compared OMol25 entry of this formula, charge and spin)**: 138.3 kJ/mol
**Electronic energy**: -289.91903 hartree
**E_LUMO**: 1.0 eV
**SMILES**: C=CC(N)=C(C)C
**HOMO-LUMO gap**: 8.43 eV

Cartesian coordinates (Å):
C  1.360  -0.118  -1.490
C  1.489  0.108  1.026
C  -0.692  -0.502  -0.112
C  0.621  -0.177  -0.177
N  -1.372  -1.171  -1.112
C  -1.503  0.092  0.927
C  -1.486  1.435  1.058
H  -2.278  -1.516  -0.814
H  -0.806  -1.911  -1.519
H  -2.131  -0.532  1.552
H  0.737  -0.372  -2.351
H  2.240  -0.766  -1.498
H  1.695  0.916  -1.644
H  1.829  1.146  1.033
H  0.982  -0.108  1.972
H  2.373  -0.542  1.003
H  -0.987  2.073  0.331
H  -2.072  1.945  1.814